Entry 1:
Molecular formula: C5H10NS
Method: DFT, wB97M-V/def2-TZVPD

Computed properties:
Multiplicity: 3
Kohn-Sham gap (spin up / spin down) in eV: 7.8 / 7.4
Charge: +1
HOMO level (spin up / spin down) in eV: -10.81 / -14.98

Geometry as XYZ:
```
17
C5H10NS (wB97M-V/def2-TZVPD)
C 0.903 -0.839 0.008
C 0.311 1.503 0.261
C 1.818 1.629 0.193
C 0.416 -2.211 -0.123
C -1.560 -0.059 -0.675
N -0.195 0.125 -0.107
S 2.384 -0.180 0.366
H -0.006 1.673 1.306
H -0.047 2.241 -0.382
H 2.153 1.892 -0.881
H 2.416 2.113 0.928
H 0.107 -2.477 0.872
H 1.182 -2.916 -0.426
H -0.405 -2.226 -0.832
H -2.195 -0.587 0.045
H -1.470 -0.753 -1.443
H -1.830 0.856 -1.084
```



Entry 2:
Molecular formula: C5H10O
Method: DFT, wB97M-V/def2-TZVPD

Computed properties:
Multiplicity: 1
Kohn-Sham gap (spin up / spin down) in eV: 6.7 / 7.9
HOMO level (spin up / spin down) in eV: -7.26 / -7.81

Geometry as XYZ:
```
16
C5H10O (wB97M-V/def2-TZVPD)
C -0.146 -0.257 -0.278
C 1.003 0.071 -1.163
C -1.207 -1.135 -0.840
C -0.273 0.233 1.053
C 0.893 0.206 1.823
O -0.958 1.760 0.414
H -0.185 2.338 0.336
H -1.179 -0.073 1.565
H 0.617 0.511 -2.086
H 1.527 -0.846 -1.455
H 1.709 0.766 -0.716
H -2.045 -0.492 -1.134
H -0.877 -1.690 -1.718
H -1.588 -1.826 -0.085
H 1.874 0.318 1.386
H 0.836 0.114 2.898
```



Entry 3:
Molecular formula: C5H10O
Method: DFT, wB97M-V/def2-TZVPD

Computed properties:
SMILES: OC1CCCC1
Multiplicity: 1
Kohn-Sham gap in eV: 11.2
HOMO level in eV: -10.17

Geometry as XYZ:
```
16
C5H10O (wB97M-V/def2-TZVPD)
O -1.892 0.070 0.780
C -1.061 0.190 -0.369
C -0.203 -1.068 -0.567
C 0.946 -0.874 0.429
C 1.289 0.617 0.285
C -0.048 1.312 -0.074
H -2.524 -0.641 0.609
H -1.679 0.414 -1.252
H -0.779 -1.988 -0.404
H 0.182 -1.094 -1.595
H 1.805 -1.522 0.237
H 0.584 -1.083 1.442
H 1.744 1.021 1.193
H 2.014 0.758 -0.526
H -0.442 1.913 0.750
H 0.064 1.974 -0.939
```



Entry 4:
Molecular formula: C5H10O
Method: DFT, wB97M-V/def2-TZVPD

Computed properties:
SMILES: CC[C@@]1(C)CO1
Multiplicity: 1
Kohn-Sham gap in eV: 11.1
HOMO level in eV: -10.10

Geometry as XYZ:
```
16
C5H10O (wB97M-V/def2-TZVPD)
C -1.824 -0.574 0.024
C -0.397 -1.016 -0.298
C 0.662 0.029 0.011
C 0.898 1.115 -1.021
C 1.020 0.305 1.404
O 1.858 -0.503 0.590
H -2.091 0.350 -0.499
H -1.947 -0.399 1.099
H -2.550 -1.340 -0.270
H -0.322 -1.285 -1.359
H -0.152 -1.917 0.274
H 1.906 1.516 -0.897
H 0.818 0.713 -2.035
H 0.180 1.934 -0.917
H 0.514 -0.207 2.224
H 1.428 1.279 1.670
```



Entry 5:
Molecular formula: C5H10O
Method: DFT, wB97M-V/def2-TZVPD

Computed properties:
SMILES: C=CC=O.CC
Multiplicity: 1
Kohn-Sham gap in eV: 10.1
HOMO level in eV: -10.02

Geometry as XYZ:
```
16
C5H10O (wB97M-V/def2-TZVPD)
C -2.256 0.152 0.104
C -1.088 -0.723 0.554
C 0.738 0.894 -0.817
C 1.817 0.110 -0.833
C 2.541 -0.143 0.434
O 2.117 0.187 1.523
H -3.150 -0.095 0.685
H -2.068 1.224 0.251
H -2.499 0.002 -0.955
H -0.719 -0.436 1.545
H -1.348 -1.782 0.552
H 0.060 0.992 -1.661
H 0.461 1.408 0.101
H 2.117 -0.436 -1.724
H -0.227 -0.667 -0.108
H 3.503 -0.685 0.349
```



Entry 6:
Molecular formula: C5H10O
Method: DFT, wB97M-V/def2-TZVPD

Computed properties:
Multiplicity: 1
Kohn-Sham gap in eV: 9.0
HOMO level in eV: -7.83

Geometry as XYZ:
```
16
C5H10O (wB97M-V/def2-TZVPD)
C 1.972 0.002 -0.119
C 0.952 0.961 -0.710
C -0.823 0.014 0.886
C -1.225 -1.429 0.824
C -1.492 0.834 -0.142
O -0.314 0.280 -0.797
H 1.833 -0.998 -0.545
H 1.839 -0.069 0.963
H 2.990 0.331 -0.346
H 1.212 1.248 -1.736
H 0.844 1.857 -0.092
H -0.325 -2.057 0.821
H -1.747 -1.644 1.765
H -1.870 -1.732 -0.020
H -1.467 1.925 -0.066
H -2.379 0.477 -0.685
```



Entry 7:
Molecular formula: C5H10O
Method: DFT, wB97M-V/def2-TZVPD

Computed properties:
SMILES: CC[C@@H](C)C=O
Multiplicity: 1
Kohn-Sham gap in eV: 10.7
HOMO level in eV: -9.66

Geometry as XYZ:
```
16
C5H10O (wB97M-V/def2-TZVPD)
C 2.049 -0.325 -0.263
C 0.713 -0.672 0.390
C -0.479 -0.029 -0.359
C -1.856 -0.425 0.169
C -0.521 1.572 -0.108
O 0.028 2.463 -0.697
H 2.144 0.758 -0.396
H 2.892 -0.672 0.345
H 2.130 -0.791 -1.253
H 0.623 -1.768 0.471
H 0.686 -0.304 1.424
H -0.368 -0.173 -1.446
H -2.213 0.489 0.730
H -2.590 -0.612 -0.620
H -1.872 -1.222 0.916
H -1.367 1.713 0.698
```



Entry 8:
Molecular formula: C5H10O
Method: DFT, wB97M-V/def2-TZVPD

Computed properties:
SMILES: CC(=O)C(C)C
Multiplicity: 1
Kohn-Sham gap in eV: 10.5
HOMO level in eV: -9.53

Geometry as XYZ:
```
16
C5H10O (wB97M-V/def2-TZVPD)
C 0.934 0.346 -1.274
C -0.312 0.177 -0.392
C -1.073 1.493 -0.249
C 0.161 -0.328 0.969
O 0.605 0.437 1.801
C 0.109 -1.817 1.222
H 1.496 -0.591 -1.370
H 1.597 1.101 -0.835
H 0.651 0.678 -2.278
H -0.963 -0.578 -0.852
H -0.447 2.230 0.262
H -1.988 1.362 0.340
H -1.349 1.886 -1.235
H -0.931 -2.121 1.394
H 0.468 -2.378 0.354
H 0.701 -2.059 2.107
```



Entry 9:
Molecular formula: C5H10O
Method: DFT, wB97M-V/def2-TZVPD

Computed properties:
SMILES: COC1(C)CC1
Multiplicity: 1
Kohn-Sham gap in eV: 10.7
HOMO level in eV: -9.62

Geometry as XYZ:
```
16
C5H10O (wB97M-V/def2-TZVPD)
C -1.734 -0.110 -1.096
O -0.893 0.790 -0.425
C 0.201 0.255 0.269
C -0.159 -0.386 1.593
C 1.325 -0.371 -0.514
C 1.423 1.060 -0.052
H -2.318 0.495 -1.796
H -1.156 -0.853 -1.662
H -2.425 -0.632 -0.418
H 0.728 -0.659 2.175
H -0.800 0.258 2.202
H -0.707 -1.316 1.392
H 1.925 -1.089 0.042
H 1.212 -0.601 -1.569
H 1.214 1.798 -0.821
H 2.165 1.360 0.681
```



Entry 10:
Molecular formula: C5H10O
Method: DFT, wB97M-V/def2-TZVPD

Computed properties:
Multiplicity: 1
Kohn-Sham gap in eV: 9.4
HOMO level in eV: -8.58

Geometry as XYZ:
```
16
C5H10O (wB97M-V/def2-TZVPD)
C -1.273 0.129 -0.971
C -0.444 -0.366 0.221
C -1.011 0.102 1.559
C 1.001 0.004 0.058
O 1.638 0.604 1.001
C 1.915 -0.262 -1.000
H -0.865 -0.234 -1.919
H -1.289 1.224 -1.005
H -2.307 -0.220 -0.883
H -0.448 -1.467 0.192
H -1.024 1.196 1.612
H -0.409 -0.262 2.396
H -2.037 -0.260 1.684
H 1.748 -1.082 -1.701
H 2.233 0.658 -1.497
H 2.571 0.238 0.255
```



Entry 11:
Molecular formula: C5H10O
Method: DFT, wB97M-V/def2-TZVPD

Computed properties:
SMILES: CC1C=C1.[H][H].C=O
Multiplicity: 1
Kohn-Sham gap in eV: 10.4
HOMO level in eV: -9.57

Geometry as XYZ:
```
16
C5H10O (wB97M-V/def2-TZVPD)
C -1.754 -0.641 -0.123
C -1.293 0.576 -0.905
C -0.175 1.458 -0.427
C 0.102 0.708 -1.446
C 2.090 -0.990 0.194
O 1.515 -1.716 0.966
H -2.116 -1.427 -0.797
H -0.941 -1.061 0.479
H -2.579 -0.380 0.551
H -2.099 1.051 -1.476
H 0.130 2.201 0.296
H 0.811 0.819 2.456
H 0.807 0.385 -2.199
H 2.343 -1.312 -0.835
H 2.398 0.037 0.468
H 0.886 0.087 2.330
```



Entry 12:
Molecular formula: C5H10O
Method: DFT, wB97M-V/def2-TZVPD

Computed properties:
SMILES: C[C@H]1C[C@@]1(C)O
Multiplicity: 1
Kohn-Sham gap in eV: 10.6
HOMO level in eV: -9.64

Geometry as XYZ:
```
16
C5H10O (wB97M-V/def2-TZVPD)
C -1.890 0.079 -0.599
C -0.585 0.623 -0.092
C -0.155 0.283 1.316
C 0.553 -0.311 0.151
C 1.974 0.122 -0.171
H -2.738 0.671 -0.256
H -2.032 -0.951 -0.245
H -1.945 0.038 -1.714
H -0.324 1.629 -0.456
H -0.815 -0.385 1.856
H 0.328 1.021 1.953
H 2.222 -0.092 -1.211
H 2.124 1.195 0.024
H 2.674 -0.423 0.475
H 0.284 -1.820 -0.991
O 0.326 -1.679 -0.038
```



Entry 13:
Molecular formula: C5H10O
Method: DFT, wB97M-V/def2-TZVPD

Computed properties:
Multiplicity: 1
Kohn-Sham gap (spin up / spin down) in eV: 7.5 / 7.5
HOMO level (spin up / spin down) in eV: -7.47 / -7.47

Geometry as XYZ:
```
16
C5H10O (wB97M-V/def2-TZVPD)
C -1.547 1.219 -1.210
C -0.467 -0.430 0.108
C -0.489 -1.153 1.427
C 0.646 0.222 -0.420
O 0.472 1.043 -1.373
C 2.056 0.016 0.076
H -1.704 0.776 -2.188
H -1.286 2.270 -1.235
H -2.324 0.980 -0.493
H -1.082 -0.871 -0.676
H 0.221 -0.718 2.138
H -0.255 -2.225 1.333
H -1.482 -1.088 1.890
H 2.226 0.652 0.953
H 2.250 -1.020 0.369
H 2.762 0.327 -0.698
```



Entry 14:
Molecular formula: C5H10O
Method: DFT, wB97M-V/def2-TZVPD

Computed properties:
SMILES: C/C=C\C.C=O
Multiplicity: 1
Kohn-Sham gap in eV: 10.4
HOMO level in eV: -9.36

Geometry as XYZ:
```
16
C5H10O (wB97M-V/def2-TZVPD)
C -1.501 0.847 0.090
C -0.441 0.298 1.009
C -0.162 -2.144 -0.470
O 0.438 -1.943 -1.497
C 0.871 0.356 0.760
C 1.462 0.965 -0.481
H -1.664 1.916 0.274
H -2.463 0.344 0.232
H -1.221 0.735 -0.963
H -0.781 -0.153 1.941
H -1.258 -1.996 -0.387
H 0.330 -2.516 0.448
H 1.560 -0.080 1.482
H 2.551 1.049 -0.418
H 1.052 1.967 -0.655
H 1.228 0.354 -1.365
```



Entry 15:
Molecular formula: C5H10O
Method: DFT, wB97M-V/def2-TZVPD

Computed properties:
SMILES: C[C@H]1C[C@]1(C)O
Multiplicity: 1
Kohn-Sham gap in eV: 10.4
HOMO level in eV: -9.41

Geometry as XYZ:
```
16
C5H10O (wB97M-V/def2-TZVPD)
C -0.761 1.698 0.052
C -0.970 0.193 0.014
C -0.537 -0.623 -1.186
C 0.164 -0.807 0.114
C 1.595 -0.356 0.315
O -0.139 -2.043 0.713
H -0.553 2.106 -0.941
H -1.654 2.204 0.423
H 0.063 1.991 0.707
H -1.887 -0.154 0.485
H -1.177 -1.439 -1.508
H -0.013 -0.107 -1.989
H 2.272 -0.842 -0.393
H 1.938 -0.612 1.325
H 1.701 0.726 0.201
H -0.042 -1.934 1.668
```



Record-wise molar mass values, in g mol⁻¹: 116.21 86.13 86.13 86.13 86.13 86.13 86.13 86.13 86.13 86.13 86.13 86.13 86.13 86.13 86.13
Record-wise energy relative to the best compared isomer or geometry (same formula, charge and spin) values, in kJ/mol: 0.0 407.3 11.3 108.7 171.3 431.6 103.1 0.5 150.1 278.6 443.5 92.4 420.4 156.7 102.9
Record-wise E_tot values, in a.u.: -649.05666 -271.59750 -271.74831 -271.71122 -271.68739 -271.58821 -271.71334 -271.75243 -271.69545 -271.64651 -271.58369 -271.71743 -271.59250 -271.69294 -271.71344